This record from the Open Molecules 2025 dataset describes a 4-piece molecular cluster, C32H59ClF9N5O10P3SSi overall at a distorted geometry. The level of theory is the ωB97M-V functional and the def2-TZVPD basis.

The geometry in XYZ format:
```
121
Properties=species:S:1:pos:R:3:forces:R:3:mulliken_charge:R:1
C 1.621 -2.634 1.940 0.989 -0.944 -0.203 -0.117
C 1.534 -1.592 3.202 0.354 -1.630 0.995 0.204
P 0.624 0.048 2.843 -0.661 -0.969 -0.429 0.939
C -0.380 0.467 4.427 -0.200 0.916 0.717 -0.769
C -1.974 0.022 4.337 0.014 0.985 0.857 -0.753
C 1.811 1.526 2.609 0.517 1.265 0.848 -0.229
C 0.843 2.596 1.780 -0.631 -0.294 0.804 -0.839
C 0.445 2.096 0.270 -0.607 0.895 -1.256 0.807
C -1.115 2.567 -0.107 -0.030 -0.730 -0.730 -0.759
C -2.244 1.445 0.281 -0.971 2.134 0.296 -0.276
N -2.104 0.117 -0.430 0.792 -2.183 2.583 -0.321
C -2.388 -1.062 0.500 -3.277 -0.879 2.200 0.260
N -3.570 -1.032 1.215 4.382 -0.038 -2.362 -0.857
N -1.479 -2.256 0.689 -1.168 1.700 -1.813 -0.252
O 2.140 2.009 3.991 0.300 -0.387 -2.867 -0.504
P 3.655 1.294 4.583 1.912 -0.249 0.350 0.545
Cl 3.131 2.120 6.516 -0.400 0.361 1.179 -0.447
C 5.343 0.530 5.153 0.701 -0.696 1.374 -1.163
C 5.306 -1.101 5.318 0.964 -0.745 0.302 -0.301
C 6.488 -1.885 4.433 0.164 0.070 1.098 -0.634
C 5.860 -3.179 3.645 -1.418 0.476 1.011 -0.026
S 7.001 -3.889 2.306 -2.018 0.321 -1.840 -0.160
C 6.076 -3.867 0.645 -2.311 1.188 -6.614 0.394
N 6.560 -3.513 -0.746 -0.714 -0.674 3.660 -0.262
N 5.627 -3.547 -1.791 -4.391 -2.505 7.411 -0.307
C 4.361 -3.970 -1.059 4.991 1.403 -0.328 -0.003
O 4.627 -4.167 0.399 1.697 0.849 -3.169 -0.223
O 4.109 0.694 3.012 -2.009 1.397 -1.654 0.859
C 3.283 1.308 1.920 -0.207 -0.950 1.231 -0.323
P 3.497 0.036 0.512 3.397 -3.860 1.859 0.301
O 4.516 -1.075 1.020 -2.870 2.663 -1.665 -0.406
Si 4.280 2.842 1.280 1.005 1.441 0.440 0.201
C 4.128 4.399 2.469 0.182 0.635 0.131 -0.952
C 6.185 2.386 1.135 0.819 -0.520 -0.589 -0.860
C 3.756 3.465 -0.465 0.093 0.932 -0.918 -0.150
H 1.123 -3.694 2.159 0.843 2.379 -0.273 0.338
H 2.777 -2.876 1.768 -2.569 0.655 0.086 -0.159
H 1.148 -2.249 0.941 0.893 -0.548 2.020 -0.209
H 0.899 -2.147 4.047 1.264 1.383 -1.664 0.467
H 2.617 -1.476 3.631 -2.111 0.026 -0.811 -0.642
H -0.392 1.655 4.520 0.351 -2.626 -0.100 0.280
H 0.178 0.019 5.369 -1.300 1.065 -1.789 0.397
H -2.160 -1.046 4.778 0.332 1.907 -1.188 0.256
H -2.548 0.780 5.057 1.142 -1.708 -1.437 0.327
H -2.446 0.192 3.269 1.127 -0.719 2.150 0.086
H -0.177 2.625 2.399 2.125 -0.035 -1.269 0.298
H 1.257 3.704 1.823 -0.636 -2.360 -0.296 -0.033
H 0.496 0.940 0.097 -0.005 2.125 0.791 -0.351
H 1.113 2.582 -0.591 -1.185 -1.064 2.167 0.062
H -1.218 2.751 -1.281 0.399 -0.342 2.410 0.163
H -1.403 3.574 0.417 0.589 -1.972 -0.889 0.348
H -3.293 1.896 -0.065 2.207 -0.933 0.859 0.286
H -2.288 1.383 1.449 0.168 -0.388 -2.284 -0.100
H -1.193 0.012 -0.928 -0.870 0.117 0.990 0.381
H -3.663 -1.875 1.835 0.465 0.923 -0.906 0.227
H -1.065 -2.600 -0.205 -0.389 0.487 1.085 0.255
H -1.941 -3.049 1.187 0.268 1.259 -0.735 0.248
H 2.977 0.121 5.071 -0.149 0.294 -0.705 -0.175
H 4.449 2.513 4.499 -0.922 -0.239 -0.693 -0.279
H 5.574 1.007 6.221 -0.309 -0.998 -2.360 0.392
H 6.144 0.889 4.378 -1.374 -0.850 1.448 0.188
H 4.299 -1.612 5.012 1.545 1.331 0.533 0.099
H 5.488 -1.394 6.460 -0.517 0.640 -2.452 0.445
H 7.278 -2.269 5.242 -1.456 0.742 -1.993 0.287
H 7.013 -1.091 3.751 -1.113 -1.825 0.969 0.333
H 4.798 -2.875 3.231 2.339 -0.591 0.379 -0.259
H 5.671 -4.079 4.397 0.518 1.951 -1.567 0.403
H 3.344 -4.072 -1.653 2.154 0.052 2.215 0.312
H 4.095 0.590 -0.705 -0.956 0.054 0.937 0.035
H 2.253 -0.570 0.097 0.433 0.736 0.079 -0.073
H 5.023 4.295 3.222 -2.004 0.351 -1.156 0.285
H 4.279 5.407 1.874 -0.253 -1.970 1.020 0.324
H 3.084 4.450 3.000 2.220 -0.178 -0.729 0.258
H 6.708 3.189 0.438 -1.049 -1.516 1.472 0.306
H 6.724 2.373 2.176 -1.061 -0.062 -2.000 0.234
H 6.343 1.333 0.600 -0.289 2.133 1.279 0.201
H 2.734 4.029 -0.367 2.092 -1.414 -0.387 -0.588
H 3.767 2.658 -1.312 -0.308 1.601 1.521 0.286
H 4.563 4.285 -0.783 -1.685 -1.676 0.700 0.286
C -0.233 6.853 -5.494 0.248 0.263 0.111 -1.109
C -0.788 5.808 -4.544 -0.436 0.178 -0.612 -0.223
O 0.146 5.545 -3.486 0.252 0.731 1.739 -0.278
C 0.119 6.415 -2.426 -2.346 1.122 -1.878 0.082
O -0.641 7.377 -2.350 2.030 -2.160 0.262 -0.537
C 1.124 5.990 -1.356 1.956 -0.434 1.859 1.186
F 2.329 5.621 -1.879 -1.395 0.664 -0.138 -0.264
F 0.682 4.922 -0.633 -0.174 1.067 -0.907 -0.190
F 1.391 6.976 -0.454 -0.661 -0.722 -1.209 -0.258
H 0.751 6.550 -5.866 -0.193 -0.074 -0.013 0.301
H -0.904 6.998 -6.345 0.056 -0.061 0.119 0.373
H -0.100 7.814 -4.988 -0.144 -0.128 -0.054 0.311
H -0.934 4.865 -5.081 0.250 0.023 0.347 0.314
H -1.764 6.105 -4.143 0.315 0.035 0.130 0.323
C -3.434 -2.073 -2.540 -0.287 -0.140 -0.081 -0.438
C -2.741 -2.375 -3.856 0.089 0.837 0.502 -0.366
O -3.051 -3.706 -4.293 -1.598 -0.965 -1.339 -0.339
C -4.236 -3.860 -4.966 0.470 3.193 0.799 0.387
O -5.015 -2.940 -5.200 2.063 -2.528 0.054 -0.548
C -4.416 -5.310 -5.414 -0.349 -2.531 -0.586 0.868
F -4.086 -6.209 -4.441 -0.226 1.149 -0.626 -0.253
F -3.635 -5.615 -6.491 -0.500 0.714 0.876 -0.257
F -5.696 -5.602 -5.778 1.150 0.737 0.384 -0.226
H -3.184 -2.831 -1.790 0.080 0.136 -0.083 0.251
H -3.137 -1.090 -2.162 -0.071 -0.158 -0.053 0.132
H -4.522 -2.086 -2.655 0.143 0.086 -0.035 0.263
H -1.656 -2.330 -3.717 -0.172 -0.366 -0.172 0.316
H -2.997 -1.638 -4.625 -0.123 -0.314 0.050 0.306
C -7.683 -3.272 -4.476 -0.245 0.032 0.333 -0.850
C -9.030 -3.093 -5.151 0.718 0.520 -0.126 -0.449
O -9.948 -4.108 -4.717 -1.517 -0.195 1.528 -0.321
C -10.593 -3.871 -3.530 1.937 2.681 -0.502 0.388
O -10.423 -2.865 -2.848 -0.815 -2.612 -1.239 -0.518
C -11.571 -5.003 -3.216 -1.497 -1.955 0.775 0.844
F -11.041 -6.239 -3.445 -0.109 1.248 0.075 -0.239
F -12.702 -4.929 -3.975 1.053 0.335 0.389 -0.247
F -11.984 -5.005 -1.917 0.687 0.432 -1.256 -0.239
H -7.300 -4.284 -4.643 -0.098 0.264 -0.141 0.244
H -6.957 -2.551 -4.863 -0.487 -0.236 0.110 0.424
H -7.763 -3.136 -3.393 -0.075 0.112 -0.117 0.309
H -8.916 -3.209 -6.234 -0.261 -0.260 0.221 0.352
H -9.439 -2.091 -4.977 -0.069 -0.294 0.167 0.336
```
Forces are in eV/Å.

Properties
**Total energy**: -5351.26208 a.u.
**Net charge**: -1
**Highest occupied orbital energy**: -0.193 Eh